{"formula": "C39H36IN4O3P2ReS2", "method": "ωB97M-V with the def2-TZVPD basis set", "elements": ["Re", "S", "P", "C", "P", "S", "C", "C", "C", "C", "C", "C", "C", "C", "C", "C", "C", "C", "C", "C", "C", "C", "C", "C", "C", "C", "C", "C", "C", "C", "H", "H", "H", "H", "H", "H", "H", "H", "H", "H", "H", "H", "H", "H", "H", "H", "H", "H", "H", "H", "N", "C", "C", "C", "O", "O", "H", "H", "H", "H", "H", "H", "N", "C", "O", "C", "C", "C", "C", "N", "C", "H", "H", "H", "H", "H", "H", "I", "C", "C", "C", "C", "C", "N", "H", "H", "H", "H"], "positions_angstrom": [[-1.40434, -0.96995, 0.08703], [-1.95924, 1.41344, -0.50009], [0.04434, 1.56138, -0.09815], [0.32215, 0.10845, 0.75339], [0.02978, 0.14256, 2.44761], [-1.77941, -0.81290, 2.51293], [1.29933, -0.79407, 3.29765], [1.13329, -1.12043, 4.64647], [2.10236, -1.86068, 5.30222], [3.24015, -2.27670, 4.61582], [3.40775, -1.95490, 3.27741], [2.43406, -1.21376, 2.61211], [-0.11021, 1.69133, 3.34311], [0.99832, 2.21358, 4.01086], [0.91074, 3.44578, 4.64414], [-0.28243, 4.15499, 4.61647], [-1.39308, 3.63529, 3.95986], [-1.30984, 2.40798, 3.31661], [0.60203, 3.10314, 0.63243], [1.90729, 3.16671, 1.12623], [2.40015, 4.36828, 1.61199], [1.59461, 5.50325, 1.60505], [0.29522, 5.43772, 1.12114], [-0.20558, 4.23484, 0.63280], [0.95608, 1.57121, -1.66780], [0.41716, 2.12789, -2.82493], [1.15550, 2.12715, -4.00489], [2.42681, 1.56370, -4.03134], [2.96762, 1.00756, -2.87774], [2.23587, 1.01562, -1.69708], [0.24464, -0.79828, 5.18023], [1.97431, -2.11635, 6.34708], [3.99700, -2.85663, 5.13134], [4.29373, -2.28015, 2.74575], [2.54424, -0.95962, 1.56505], [1.92860, 1.65717, 4.03578], [1.77232, 3.84948, 5.16373], [-0.34814, 5.11777, 5.11163], [-2.32726, 4.18543, 3.95429], [-2.16856, 2.00325, 2.79751], [2.53319, 2.27938, 1.13554], [3.41398, 4.42322, 1.99241], [1.98410, 6.44374, 1.97922], [-0.32975, 6.32386, 1.12040], [-1.22356, 4.17579, 0.26054], [-0.58232, 2.54932, -2.80903], [0.73709, 2.56527, -4.90349], [2.99703, 1.55532, -4.95345], [3.95705, 0.56202, -2.89672], [2.64823, 0.56394, -0.79978], [-3.55878, -1.61084, 0.09543], [-3.91596, -3.05749, 0.24149], [-3.05171, -3.77940, 1.25942], [-1.65336, -3.97948, 0.76710], [-1.12518, -5.06016, 0.69852], [-0.98752, -2.87683, 0.38950], [-3.97650, -1.08409, 0.85392], [-3.93480, -1.26542, -0.78632], [-3.80027, -3.51405, -0.73722], [-4.96310, -3.14094, 0.52206], [-3.47312, -4.75787, 1.46597], [-3.01103, -3.21863, 2.19565], [2.71549, -4.40298, -0.77590], [3.03391, -3.47018, -1.71182], [4.15713, -3.28134, -2.13780], [1.88976, -2.61907, -2.17441], [1.74369, -2.27889, -3.51052], [0.69142, -1.46315, -3.87770], [-0.19086, -1.03355, -2.90939], [-0.05004, -1.35499, -1.61879], [0.99809, -2.11499, -1.25595], [3.44659, -5.00951, -0.44563], [1.76230, -4.61851, -0.52614], [2.45313, -2.65039, -4.24251], [0.53666, -1.16692, -4.90829], [-1.01959, -0.38547, -3.15514], [1.11460, -2.32554, -0.20845], [-2.24682, -3.78458, -3.19110], [-3.00472, -1.93205, -3.80216], [-3.12463, -1.67795, -5.16176], [-3.63525, -0.44857, -5.54407], [-4.00667, 0.46692, -4.57015], [-3.84435, 0.11517, -3.24335], [-3.33817, -1.06933, -2.85067], [-2.83341, -2.42352, -5.89072], [-3.74982, -0.21247, -6.59652], [-4.41803, 1.43464, -4.83225], [-4.11148, 0.81002, -2.45362]], "atomic_forces_ev_per_a": [[0.801, 0.604, 0.802], [-0.146, -0.098, -0.198], [0.288, -0.147, -0.552], [-0.035, 0.224, 0.282], [0.081, -0.354, -0.053], [-0.282, 0.052, 0.018], [-0.007, -0.201, 0.244], [0.039, -0.017, -0.010], [-0.019, 0.025, -0.021], [0.004, -0.001, -0.002], [-0.064, 0.070, -0.050], [0.054, -0.073, 0.124], [-0.015, 0.232, 0.116], [-0.080, 0.016, 0.084], [-0.033, -0.078, 0.006], [-0.040, -0.019, -0.003], [0.012, -0.097, -0.011], [0.138, 0.069, 0.163], [-0.087, 0.260, 0.180], [-0.010, 0.137, -0.090], [-0.035, -0.012, -0.115], [0.009, -0.016, -0.034], [0.010, -0.052, -0.064], [0.072, 0.066, 0.028], [0.057, -0.163, -0.153], [0.126, 0.049, -0.071], [0.007, -0.003, 0.132], [-0.062, 0.034, 0.014], [-0.008, 0.034, 0.042], [-0.035, -0.005, -0.041], [0.035, -0.009, -0.024], [0.002, 0.011, -0.057], [-0.044, 0.035, -0.035], [-0.037, 0.013, 0.019], [0.001, -0.014, -0.007], [-0.033, 0.035, 0.010], [-0.052, -0.031, -0.048], [-0.011, -0.081, -0.024], [0.070, -0.030, -0.024], [-0.025, -0.025, -0.005], [-0.019, 0.044, -0.012], [-0.076, -0.017, -0.016], [-0.030, -0.078, -0.021], [0.039, -0.078, 0.003], [0.052, 0.008, 0.032], [0.031, -0.011, -0.001], [0.012, -0.019, 0.044], [-0.034, 0.013, 0.057], [-0.099, 0.029, 0.003], [-0.038, 0.011, -0.053], [0.065, -0.270, -0.138], [-0.006, 0.280, -0.058], [-0.219, 0.174, 0.078], [0.826, 0.339, -0.210], [0.030, -0.052, -0.035], [-0.328, -0.608, 0.083], [-0.117, 0.094, 0.062], [-0.036, -0.056, -0.078], [-0.005, -0.015, -0.056], [-0.107, 0.040, 0.028], [-0.048, -0.074, 0.018], [-0.046, -0.021, 0.041], [-0.012, 0.162, -0.116], [0.214, -0.053, 0.138], [-0.176, -0.133, 0.003], [-0.020, -0.039, 0.055], [0.094, -0.022, -0.197], [0.074, -0.042, -0.216], [0.002, 0.308, 0.253], [-0.255, -0.174, -0.089], [-0.170, 0.015, -0.332], [0.039, -0.013, -0.002], [0.033, 0.023, -0.031], [-0.022, 0.042, 0.083], [0.025, -0.012, 0.095], [0.032, -0.025, 0.052], [-0.047, 0.007, 0.119], [-0.014, -0.136, -0.018], [-0.154, 0.035, 0.112], [0.005, 0.007, -0.030], [0.001, -0.003, -0.133], [-0.024, 0.070, 0.004], [0.171, -0.235, 0.061], [-0.344, 0.167, -0.309], [-0.026, 0.060, 0.063], [0.015, -0.017, 0.085], [0.041, -0.096, 0.031], [0.026, -0.072, -0.020]], "relative_energy_ev": 0.2969, "max_force_ev_per_a": 1.3, "multiplicity": 4, "homo_lumo_gap_ha": [0.288, 0.269], "total_charge": 1}